# 1
The following is a DFT calculation (wB97M-V/def2-TZVPD) of a 9-piece molecular cluster, C5H29N2O9 overall at a distorted geometry.

XYZ file:
```
45
C5H29N2O9, DFT wB97M-V/def2-TZVPD
N 1.89384 -1.72670 0.18946
C 2.07288 -1.47819 -1.25359
C 0.75866 -1.70778 -1.96034
N -0.38799 -1.02221 -1.30655
C -1.65684 -1.70423 -1.63287
C -0.34658 0.43582 -1.57286
C -0.30063 1.20146 -0.27226
O 0.70841 1.40992 0.39191
H 0.95573 -1.31816 0.37730
H 2.44946 -1.08635 0.79822
H 1.77238 -2.73346 0.38927
H 2.43456 -0.46506 -1.35633
H 2.87115 -2.07159 -1.66970
H 0.70904 -1.51318 -3.03540
H 0.52945 -2.74823 -1.91716
H -1.53393 -2.53826 -2.31067
H -2.36998 -1.06068 -2.15172
H -2.05840 -2.07369 -0.69259
H -1.15550 0.68353 -2.24757
H 0.57168 0.67559 -2.10906
H -1.26178 1.59571 0.08542
H -2.91142 2.49619 -2.93608
H -2.33993 3.42774 -3.77742
O -2.01874 2.76294 -3.13590
H -3.46761 1.82014 0.98934
H -4.21845 1.04619 -0.11808
O -3.35212 1.37444 0.14418
H -0.08121 4.84703 -0.52386
H -0.98348 4.43740 -1.75372
O -0.97414 4.65812 -0.80781
H 4.37168 -0.20224 2.08586
H 3.66093 0.43699 0.88652
O 4.01270 -0.39723 1.19567
H -3.26951 -2.04585 1.39896
H -2.11591 -0.95940 1.35853
O -2.31609 -1.89810 1.30429
H 1.16852 2.84902 2.86810
H 0.87008 1.46024 2.48392
O 1.45067 1.94808 3.07164
H 2.32396 -4.43327 1.71026
H 2.82177 -4.98118 0.38570
O 1.99853 -4.66426 0.81894
H -1.21548 -0.26646 4.01085
H -0.25757 0.76390 3.43811
O -1.09705 0.31928 3.24969
```

Output
**M**: 261.29 u
**HOMO-LUMO gap**: 9.577 eV
**Net charge**: +1
**Total energy**: -27056.529 eV
**Energy above the lowest of the compared OMol25 structures with the same formula, charge and spin**: 83.4 kcal/mol


# 2
The following is a DFT calculation (wB97M-V/def2-TZVPD) of one molecule with the formula C4H9NO at a distorted geometry.

XYZ file:
```
15
C4H9NO, DFT wB97M-V/def2-TZVPD
C -0.98537 1.65820 0.14549
C -0.03515 0.59158 0.71588
C 0.30400 -0.47030 -0.30883
N -0.68618 -1.58223 -0.29769
C 1.64240 -1.12185 -0.05494
O 2.63401 -0.88709 -0.70191
H -0.47545 2.15542 -0.67979
H -1.95476 1.27371 -0.15300
H -1.08465 2.46085 0.87832
H 0.86201 1.13359 1.00747
H -0.44221 0.15138 1.62030
H 0.37450 -0.02404 -1.30040
H -0.35780 -2.27497 -0.96953
H -1.56255 -1.27928 -0.72277
H 1.76722 -1.78499 0.82138
```

Output
**M**: 87.12 u
**HOMO-LUMO gap**: 10.765 eV
**Structure (SMILES)**: CC[C@H](N)C=O
**Net charge**: 0
**Total energy**: -7830.970 eV
**Energy above the lowest of the compared OMol25 structures with the same formula, charge and spin**: 31.1 kcal/mol


# 3
The following is a DFT calculation (wB97M-V/def2-TZVPD) of one molecule with the formula C21H22N4O3 at a distorted geometry.

XYZ file:
```
50
C21H22N4O3, DFT wB97M-V/def2-TZVPD
C 0.85622 4.54316 4.50908
O 0.24930 3.27837 4.43392
C 0.67678 2.39744 3.46938
C 1.63112 2.72121 2.51451
C 2.03101 1.81964 1.54288
C 1.49004 0.54597 1.50343
C 1.84965 -0.47690 0.45392
C 3.27391 -0.33074 -0.08880
C 3.64939 -1.45783 -1.04067
O 4.76459 -1.92554 -1.09644
C 2.53675 -1.86194 -1.88649
C 2.45455 -2.76072 -2.98209
N 1.24345 -2.79475 -3.46403
N 0.50529 -1.94514 -2.71916
C -0.84434 -1.77081 -2.98686
N -1.48224 -0.84608 -2.28333
C -2.77690 -0.68293 -2.53488
C -3.49649 0.34943 -1.73118
C -3.41781 -1.44759 -3.50283
C -2.65443 -2.38914 -4.18968
C -3.23582 -3.26575 -5.24733
N -1.36578 -2.54539 -3.92108
C 1.25407 -1.35747 -1.74900
C 0.83190 -0.40333 -0.70091
C 0.53910 0.21751 2.45820
C 0.11655 1.10662 3.43974
O -0.83982 0.59952 4.26915
C -1.19842 1.25753 5.46305
H 0.67553 5.13406 3.60513
H 1.93395 4.46532 4.68528
H 0.38848 5.03834 5.35914
H 2.07684 3.70286 2.51517
H 2.77344 2.13192 0.82652
H 1.76440 -1.47100 0.90852
H 3.99823 -0.29830 0.72629
H 3.36374 0.59593 -0.66320
H 3.23809 -3.35272 -3.40969
H -3.97608 1.07151 -2.38912
H -4.27052 -0.12242 -1.12813
H -2.79616 0.86125 -1.07798
H -4.46696 -1.31608 -3.71335
H -3.66689 -2.66017 -6.04249
H -4.02747 -3.88414 -4.82760
H -2.45629 -3.90174 -5.65474
H -0.17367 -0.63228 -0.34801
H 0.80639 0.61116 -1.11114
H 0.09075 -0.76425 2.46844
H -1.71457 2.19994 5.26996
H -1.87413 0.57019 5.97230
H -0.32875 1.44629 6.09621
```

Output
**M**: 378.43 u
**HOMO-LUMO gap**: 8.623 eV
**Structure (SMILES)**: COc1ccc([C@@H]2CC(=O)c3cnn(-c4nc(C)cc(C)n4)c3C2)cc1OC
**Net charge**: 0
**Total energy**: -34236.586 eV
**Energy above the lowest of the compared OMol25 structures with the same formula, charge and spin**: 61.3 kcal/mol


# 4
The following is a DFT calculation (wB97M-V/def2-TZVPD) of an isolated ion of composition C4H8FN2 and charge +1 at a distorted geometry.

XYZ file:
```
15
C4H8FN2, DFT wB97M-V/def2-TZVPD
C -1.22976 -0.11302 -1.03316
N -0.56041 0.24930 0.27518
C -0.09738 -1.04504 0.95964
N 1.29737 -1.10512 0.46414
C 1.67812 -0.01099 -0.03742
F 2.86700 0.18074 -0.47482
C 0.58147 1.08926 -0.03945
H -0.45395 -0.18837 -1.86240
H -1.92745 -0.99656 -0.75607
H -1.96750 0.69603 -1.15540
H -1.14906 0.89207 0.84454
H -0.43063 -2.05981 0.87192
H 0.04029 -0.86362 2.02684
H 0.82496 1.71796 0.94406
H 0.52693 1.55716 -1.02759
```

Output
**M**: 103.12 u
**HOMO-LUMO gap**: 11.873 eV
**Structure (SMILES)**: C[N@H+]1CN=C(F)C1
**Net charge**: +1
**Total energy**: -9966.546 eV
**Energy above the lowest of the compared OMol25 structures with the same formula, charge and spin**: 52.5 kcal/mol


# 5
The following is a DFT calculation (wB97M-V/def2-TZVPD) of C28H26FGe2NO5Pt as an isolated structure at a distorted geometry.

XYZ file:
```
64
C28H26FGe2NO5Pt, DFT wB97M-V/def2-TZVPD
Pt -0.76004 0.71244 -1.14035
O 5.11406 2.41219 -1.95247
C 3.84899 1.95518 -1.72833
C 3.45276 0.67298 -2.10280
C 2.15196 0.30636 -1.82889
N 1.33612 1.15084 -1.23532
C 1.68375 2.37327 -0.88430
C 2.96308 2.83070 -1.10957
C 0.57101 3.17682 -0.24118
O 0.85423 4.28803 0.17680
O -0.59011 2.59737 -0.16737
C 1.53370 -1.03994 -2.13708
O 2.26181 -1.90013 -2.61831
O 0.28799 -1.17700 -1.81472
H 5.61511 1.71816 -2.39470
H 4.11060 -0.03802 -2.58867
H 3.24633 3.82693 -0.80117
C 0.08298 -4.03573 -0.62503
Ge -0.89609 -2.99909 0.67983
C -2.79401 -3.23980 0.31331
C -0.54927 -3.78342 2.42185
Ge -0.45287 -0.64322 0.85758
C -1.43638 0.09939 2.36213
C -1.09717 -0.29943 3.65888
C -1.75669 0.23360 4.76194
C -2.76168 1.17747 4.58153
C -3.10446 1.58934 3.30046
C -2.44459 1.05330 2.19816
C 1.42393 -0.45331 1.41703
C 1.83760 0.72042 2.05676
C 3.17376 0.92173 2.38095
C 4.12197 -0.04872 2.06977
C 3.72898 -1.21911 1.43466
C 2.38653 -1.41881 1.11078
H -0.36867 -5.03269 -0.65444
H 1.13638 -4.13131 -0.35067
H 0.03595 -3.56469 -1.60606
H -3.02703 -4.30283 0.20420
H -3.06001 -2.72749 -0.61506
H -3.40007 -2.82330 1.12222
H -0.79728 -4.84827 2.35918
H -1.15683 -3.32373 3.20440
H 0.50623 -3.68203 2.68630
H -0.30293 -1.02237 3.81311
H -1.47733 -0.07914 5.76191
H -3.26831 1.60000 5.44056
H -3.87807 2.33452 3.15805
H -2.70190 1.40523 1.20632
H 1.11227 1.49681 2.28312
H 3.47627 1.84279 2.86506
H 5.16458 0.11275 2.31680
H 4.46469 -1.97071 1.17183
H 2.10371 -2.32518 0.58312
F -4.17265 2.54326 -6.09567
C -3.46175 2.11915 -5.00975
C -2.10109 2.31044 -4.98821
C -1.38359 1.87376 -3.87238
C -2.00600 1.25461 -2.77997
C -3.39376 1.08985 -2.86481
C -4.13018 1.51361 -3.97163
H -1.61285 2.79059 -5.82839
H -0.30928 2.02897 -3.87018
H -3.92972 0.61532 -2.05090
H -5.20467 1.38128 -4.03024
```

Output
**M**: 815.81 u
**HOMO-LUMO gap (spin up / spin down)**: 6.467 / 6.672 eV
**Net charge**: -1
**Total energy**: -160183.358 eV
**Energy above the lowest of the compared OMol25 structures with the same formula, charge and spin**: 54.2 kcal/mol
**2S+1**: 2


# 6
The following is a DFT calculation (wB97M-V/def2-TZVPD) of C26H32F6O3SiSn as an isolated structure at a distorted geometry.

XYZ file:
```
69
C26H32F6O3SiSn, DFT wB97M-V/def2-TZVPD
Sn 0.18750 1.57967 -0.31315
C 3.56190 2.61187 -0.27505
O 2.96510 1.58997 0.47495
C 2.84890 1.89167 1.84075
C 1.83760 0.95227 2.47695
O 0.56720 1.52677 2.31735
C -0.47990 0.74987 2.85035
H 4.59740 2.79177 0.04275
H 2.98300 3.53457 -0.19335
H 3.55280 2.26647 -1.30355
H 2.48550 2.91967 1.96505
H 3.82830 1.78967 2.33535
H 2.05180 0.82297 3.55055
H 1.88350 -0.02123 1.97455
H -0.42300 0.72507 3.94775
H -0.45860 -0.26823 2.45555
H -1.40100 1.22707 2.53035
C -1.31640 5.84007 0.20025
Si 0.28290 4.74387 -0.03755
C 0.41400 4.93227 -1.98455
C 1.65280 6.09417 0.42835
H -1.18340 6.88717 -0.08375
H -1.67520 5.82357 1.22865
H -2.11470 5.43087 -0.41585
H 0.21760 5.95037 -2.32055
H -0.32140 4.28297 -2.46275
H 1.39630 4.64037 -2.36405
H 1.31250 7.11167 0.24175
H 2.57200 5.95607 -0.14355
H 1.92460 6.03287 1.48355
C 0.43730 -0.68053 -0.12345
C 0.47830 -1.90823 -0.13895
C 0.53360 -3.32113 -0.18535
C 0.83590 -4.01293 1.02005
C 1.34020 -5.33613 1.09505
C 1.60150 -5.94273 2.30085
C 1.40400 -5.27993 3.50725
C 0.95990 -3.96083 3.46285
C 0.69660 -3.34813 2.26525
C 0.22830 -3.92083 -1.43965
C -0.22030 -5.25513 -1.56305
C -0.49760 -5.81643 -2.78405
C -0.36990 -5.08453 -3.95925
C -0.00790 -3.74453 -3.86225
C 0.27270 -3.17423 -2.64505
H 1.56550 -5.87803 0.18625
H 1.98620 -6.95923 2.31005
H 1.60290 -5.77513 4.45115
H 0.81330 -3.41283 4.38925
H 0.34300 -2.32653 2.25135
H -0.40100 -5.83053 -0.66645
H -0.84270 -6.84543 -2.82445
H -0.57620 -5.54313 -4.91935
H 0.05250 -3.14273 -4.76485
H 0.54030 -2.12523 -2.59445
C -2.31790 0.22697 -2.11925
C -2.94570 0.83007 -0.85685
O -2.13600 1.56227 -0.10135
C -4.14310 1.70857 -1.29985
F -4.66720 2.45827 -0.32475
F -3.80280 2.56367 -2.27955
F -5.18470 1.00117 -1.80705
C -3.55800 -0.32103 -0.01725
F -4.34710 0.12617 0.98375
F -2.63040 -1.07813 0.55065
F -4.34660 -1.16663 -0.72645
H -1.89700 1.04887 -2.69165
H -3.03980 -0.32053 -2.71985
H -1.50970 -0.43053 -1.80665
```

Output
**M**: 653.32 u
**HOMO-LUMO gap**: 4.898 eV
**Net charge**: -2
**Total energy**: -63635.604 eV
**Energy above the lowest of the compared OMol25 structures with the same formula, charge and spin**: 57.0 kcal/mol